# 1
{
  "formula": "C6H12",
  "method": "ωB97M-V/def2-TZVPD",
  "elements": ["C", "C", "C", "C", "C", "C", "H", "H", "H", "H", "H", "H", "H", "H", "H", "H", "H", "H"],
  "coordinates": [[2.82180, -0.14537, -0.14416], [1.35172, 0.31976, -0.07088], [0.33121, -0.50700, 0.28851], [-1.09079, -0.07612, 0.40809], [-1.92455, -1.01990, -0.36125], [-1.37704, 1.38222, -0.05085], [3.56253, 0.36698, 0.50316], [3.28794, -0.06006, -0.95859], [2.96919, -1.00055, 0.37133], [1.07463, 1.45079, -0.58306], [0.46933, -1.58558, 0.53663], [-1.38800, 0.00630, 1.68587], [-2.98214, -0.82396, -0.08057], [-1.72536, -2.11081, 0.00273], [-1.68558, -1.02858, -1.32216], [-2.32401, 1.47043, -0.08569], [-1.15319, 1.44316, -1.20502], [-0.77946, 2.15038, 0.71860]],
  "forces_ev_per_angstrom": [[-3.5974, 2.7978, 6.3234], [-0.4453, 1.2917, -1.5974], [1.4593, 1.0775, 0.1562], [0.1980, 2.1187, 3.1518], [-2.2307, -2.8177, 5.7198], [8.2088, -0.4049, -0.1229], [-0.8656, 1.1981, 0.1350], [2.9941, 0.0593, -7.0995], [-0.1541, -3.7771, 0.7194], [0.9038, -3.3887, 1.9294], [0.3921, 0.9578, -0.0522], [0.7263, -0.8202, -3.6031], [0.3952, -0.2229, -0.9339], [-0.3422, 1.7125, -0.5192], [0.6025, 0.3372, -4.4136], [-6.9407, 1.2427, 0.6563], [0.4648, 0.3782, 2.1665], [-1.7689, -1.7399, -2.6159]],
  "homo_energy_ev": -9.02,
  "spin_multiplicity": 1,
  "lumo_energy_ev": 1.128,
  "smiles": "C/C=C/C(C)C",
  "total_charge": 0,
  "total_energy_ha": -235.66174
}

---

# 2
{
  "formula": "C6H12",
  "method": "ωB97M-V/def2-TZVPD",
  "elements": ["C", "C", "C", "C", "C", "H", "H", "H", "H", "H", "H", "H", "H", "C", "H", "H", "H", "H"],
  "coordinates": [[-1.33127, -1.33141, 0.73535], [0.03658, -0.80000, 0.47829], [0.99468, -0.21033, 1.20416], [1.97497, -0.12333, 0.05505], [0.86425, -0.81855, -0.78969], [-2.02673, -1.06933, -0.07163], [-1.27487, -2.42477, 0.77629], [-1.74819, -0.96533, 1.67946], [1.05043, 0.10898, 2.24237], [2.88497, -0.71940, 0.17126], [2.25279, 0.88544, -0.27799], [1.10972, -1.82562, -1.14277], [0.48886, -0.22681, -1.63456], [-1.05715, 1.92076, -0.69156], [-1.50956, 1.29822, -1.46480], [-0.28244, 2.56958, -1.11519], [-1.81275, 2.51002, -0.16774], [-0.61428, 1.22189, 0.01368]],
  "forces_ev_per_angstrom": [[0.0159, -0.0181, 0.0343], [0.1485, -0.1217, 0.1901], [-0.1557, -0.1149, 0.0550], [0.2126, 0.0102, -0.0014], [-0.0065, -0.1050, -0.1633], [0.1659, -0.0048, 0.1074], [-0.1541, 0.0715, 0.0168], [0.1251, -0.0860, -0.1149], [-0.0104, -0.0652, -0.1521], [-0.0400, 0.0937, -0.0132], [-0.1082, -0.1797, 0.0655], [0.0646, 0.1255, -0.0276], [-0.0006, -0.1224, 0.2041], [-0.0019, -0.0946, 0.0734], [-0.1118, 0.3212, -0.1275], [-0.2395, -0.1426, 0.0572], [0.0464, -0.0040, -0.2223], [0.0497, 0.4368, 0.0184]],
  "homo_energy_ev": -8.96,
  "spin_multiplicity": 1,
  "lumo_energy_ev": 1.123,
  "smiles": "CC1=CCC1.C",
  "total_charge": 0,
  "total_energy_ha": -235.74689
}

---

# 3
{
  "formula": "C6H12",
  "method": "ωB97M-V/def2-TZVPD",
  "elements": ["C", "C", "C", "C", "C", "C", "H", "H", "H", "H", "H", "H", "H", "H", "H", "H", "H", "H"],
  "coordinates": [[0.98976, 1.55711, -1.03889], [-0.45209, 1.51325, -0.53276], [-0.65783, 0.59739, 0.68309], [-0.74024, -0.87953, 0.34199], [-0.09991, -1.94137, 1.19221], [0.41764, -1.67892, -0.19299], [1.34864, 0.56260, -1.31422], [1.66198, 1.95347, -0.26787], [1.08332, 2.19512, -1.92386], [-0.76506, 2.53274, -0.27332], [-1.11759, 1.18461, -1.34222], [-1.59538, 0.87483, 1.18404], [0.14003, 0.77684, 1.41810], [-1.70235, -1.16376, -0.08368], [0.53161, -1.61288, 2.01456], [-0.64290, -2.86163, 1.38636], [0.20826, -2.40222, -0.97661], [1.39212, -1.20765, -0.27392]],
  "forces_ev_per_angstrom": [[0.0635, -0.0151, -0.0391], [-0.0641, 0.0388, -0.0091], [0.0410, -0.0165, 0.0438], [-0.1249, 0.0566, -0.0563], [-0.0358, -0.0938, 0.1833], [0.1493, -0.0232, -0.1346], [-0.0568, 0.1794, -0.0078], [-0.1019, -0.0600, -0.0992], [-0.0315, -0.0451, 0.1326], [0.0273, -0.1429, -0.0217], [0.0723, 0.0435, 0.0999], [0.1641, -0.0441, -0.0419], [-0.0428, -0.0628, -0.1426], [0.1511, 0.0381, 0.0363], [-0.1497, -0.0184, -0.1156], [0.0658, 0.1523, -0.0496], [0.0506, 0.0913, 0.1615], [-0.1774, -0.0781, 0.0602]],
  "homo_energy_ev": -10.12,
  "spin_multiplicity": 1,
  "lumo_energy_ev": 1.305,
  "smiles": "CCCC1CC1",
  "total_charge": 0,
  "total_energy_ha": -235.77744
}

---

Number 1: HOMO-LUMO gap 10.147 eV. Number 2: HOMO-LUMO gap 10.080 eV. Number 3: HOMO-LUMO gap 11.422 eV.